Molecular formula: C34H76InN2O20P4
Method: DFT, wB97M-V/def2-TZVPD

Summary:
Kohn-Sham gap ... 6.21 eV
Energy relative to the best compared isomer or geometry (same formula, charge and spin) ... 1463.47 kJ/mol
Total charge ... -1
E ... -4510.68658 a.u.

```
137
Properties=species:S:1:pos:R:3:forces:R:3:mulliken_charge:R:1
C -1.583 -2.309 -1.415 2.12 -0.93 2.29 -0.676
C -0.619 -2.443 -0.250 -3.34 1.39 -2.96 -0.251
C -0.655 -1.247 0.876 -1.58 -0.51 -0.75 -0.174
In 1.077 -1.395 2.398 -1.13 -0.46 0.05 0.737
C 1.847 -3.521 2.255 0.25 -0.97 -0.17 -0.927
C 3.129 -3.715 1.244 -0.75 -1.16 0.30 -0.103
C 4.191 -4.715 1.993 -0.40 -0.08 0.20 -0.817
C 4.873 -4.088 3.360 0.25 0.58 -2.07 0.371
O 5.505 -5.239 4.063 -0.47 1.83 3.74 -0.307
C 5.690 -4.958 5.495 6.06 0.84 2.00 0.509
C 4.482 -4.830 6.618 0.61 -0.67 -0.15 -0.637
O 6.954 -4.829 5.988 -7.94 -1.04 -3.45 -0.562
C 0.078 -0.959 4.435 -0.58 -0.06 -0.32 -0.452
C -1.131 0.124 4.174 -0.27 0.28 0.87 0.009
C -0.651 1.700 4.205 -1.00 0.29 0.58 -0.282
C -0.404 2.365 2.726 0.77 -1.43 -0.79 0.304
N 0.980 3.025 2.572 4.14 2.07 -1.30 0.199
C 1.856 3.672 3.641 2.47 0.27 -4.35 -0.402
C 3.252 4.159 2.901 -3.49 -1.70 -1.51 -0.326
C 3.195 3.817 1.297 -5.49 -1.52 4.65 -0.610
C 1.711 3.121 1.217 2.51 1.31 1.81 -0.163
O 2.493 0.094 1.987 2.20 -1.28 1.33 -0.390
C 3.806 -0.192 2.586 0.05 1.28 -0.21 -0.477
C 3.821 -0.287 4.223 1.35 0.01 -0.41 -0.239
N 3.323 0.985 4.924 -0.67 -2.78 1.29 0.021
C 3.349 0.586 6.414 0.71 0.36 0.12 -0.260
C 3.386 1.868 7.435 0.29 -0.73 1.45 0.177
C 4.359 1.405 8.712 -0.18 -0.35 -0.13 -1.121
O 3.837 3.132 6.828 1.50 -1.21 1.38 -0.495
H -1.292 -2.612 -2.526 -0.79 -0.16 2.65 0.162
H -2.703 -1.948 -1.267 2.87 0.16 -0.27 0.149
H 0.066 -3.395 -0.179 -0.75 2.45 -0.46 0.201
H -0.679 -0.177 0.349 0.01 -2.47 0.73 0.146
H -1.716 -1.337 1.415 2.15 0.17 -0.88 -0.124
H 0.968 -4.190 1.843 1.65 1.24 0.93 0.298
H 2.085 -3.916 3.348 -0.35 0.64 -2.24 0.237
H 3.589 -2.718 0.835 -0.68 -1.88 1.04 0.205
H 2.715 -4.296 0.289 1.07 1.19 1.92 0.255
H 3.590 -5.679 2.349 1.27 2.03 -0.89 0.233
H 5.007 -5.035 1.218 -1.21 0.51 1.73 0.275
H 4.124 -3.480 4.025 1.35 -1.35 -1.24 -0.165
H 5.759 -3.388 3.000 -1.85 -1.24 1.02 0.165
H 4.957 -5.230 7.637 -0.98 0.81 -2.47 0.289
H 3.585 -5.514 6.298 1.61 1.59 0.63 0.279
H 4.176 -3.716 6.828 0.54 -2.20 -0.83 0.130
H 0.922 -0.593 5.158 -1.94 -0.52 -0.93 -0.302
H -0.394 -1.986 4.796 1.03 2.19 -0.51 0.301
H -1.914 -0.014 5.048 1.32 0.45 -1.66 0.377
H -1.726 -0.042 3.169 1.35 0.07 1.91 -0.409
H 0.257 1.769 4.941 -1.51 0.09 -1.67 -0.044
H -1.529 2.325 4.709 1.86 -1.26 -0.96 0.395
H -0.387 1.457 1.954 0.01 1.98 1.60 -0.451
H -1.256 3.082 2.357 1.68 -1.18 1.07 0.277
H 1.537 3.771 4.767 0.77 -0.34 -2.73 0.363
H 4.165 4.694 3.402 -2.21 -1.27 -0.82 0.255
H 3.965 3.989 0.429 -1.87 -0.44 2.07 0.275
H 1.243 2.689 0.230 0.81 0.78 2.51 0.295
H 4.510 0.726 2.291 -1.39 -1.79 0.77 0.272
H 4.349 -1.145 2.139 -1.17 1.52 0.98 -0.016
H 3.299 -1.248 4.653 0.64 1.50 -0.97 0.149
H 4.968 -0.377 4.540 -2.29 0.08 -0.71 0.425
H 2.298 1.042 4.701 1.28 0.17 -0.15 -0.384
H 2.440 -0.111 6.700 1.73 1.24 -0.38 0.147
H 4.357 -0.022 6.603 -2.15 1.25 -0.45 0.330
H 2.317 2.059 7.916 2.14 -0.25 -1.29 0.181
H 4.117 1.995 9.703 0.63 -0.97 -2.09 0.293
H 4.162 0.266 8.945 0.30 2.23 -0.49 0.275
H 5.516 1.479 8.430 -2.52 0.03 0.55 0.339
H 4.826 3.281 7.037 -2.46 -0.70 -0.52 0.289
C -5.066 -0.292 2.560 -0.06 0.75 0.36 -0.523
O -4.763 -1.543 1.993 -0.45 -1.43 -0.88 -0.164
P -5.785 -2.224 0.953 0.98 -0.13 -1.06 1.013
O -5.531 -1.920 -0.491 -0.65 -0.31 2.11 -0.675
O -7.259 -1.853 1.491 0.99 -0.71 -0.10 -0.344
C -7.899 -0.710 0.963 -0.75 0.78 -0.37 -0.762
O -5.643 -3.780 1.353 0.24 1.62 0.44 -0.261
C -6.498 -4.698 0.714 -0.40 -0.52 -0.46 -0.708
H -5.235 0.457 1.781 0.01 0.01 0.10 0.350
H -5.943 -0.379 3.202 -0.09 0.10 -0.01 0.277
H -4.221 0.026 3.179 -0.05 -0.21 -0.24 0.070
H -7.543 -0.462 -0.040 0.01 -0.09 0.12 0.389
H -7.736 0.142 1.627 -0.02 -0.02 -0.08 0.284
H -8.975 -0.905 0.912 0.23 -0.02 0.02 0.243
H -6.278 -4.741 -0.355 -0.07 0.01 0.04 0.304
H -7.544 -4.419 0.870 0.02 -0.03 -0.06 0.280
H -6.333 -5.686 1.151 0.10 0.24 0.01 0.234
C -11.518 1.024 -3.709 -0.50 -0.52 -0.37 -0.615
O -10.563 1.909 -3.179 0.55 1.04 1.16 -0.356
P -10.681 2.400 -1.651 1.37 -0.16 0.48 0.926
O -9.933 1.575 -0.649 -1.38 1.04 -1.36 -0.420
O -12.260 2.565 -1.371 1.03 0.25 -0.27 -0.343
C -12.959 1.479 -0.798 -0.69 -0.60 0.50 -0.654
O -10.182 3.928 -1.777 -0.61 -1.61 -0.89 -0.358
C -10.259 4.736 -0.626 0.06 0.51 0.81 -0.603
H -11.577 0.110 -3.110 -0.04 0.02 -0.10 0.298
H -12.492 1.513 -3.753 -0.09 -0.08 0.03 0.267
H -11.224 0.760 -4.729 0.11 0.11 0.29 0.257
H -12.306 0.833 -0.206 0.04 0.13 -0.09 0.307
H -13.434 0.890 -1.586 0.02 0.01 0.05 0.275
H -13.743 1.875 -0.145 0.18 0.03 -0.14 0.245
H -9.582 4.363 0.146 -0.09 0.03 0.00 0.262
H -11.283 4.763 -0.245 0.07 0.01 0.04 0.270
H -9.962 5.753 -0.898 -0.02 -0.26 -0.10 0.240
C -0.280 -0.645 -7.753 0.01 -0.05 -0.64 -0.649
O -0.447 -0.587 -6.359 0.40 0.08 1.25 -0.337
P 0.791 -0.179 -5.415 -0.32 0.77 1.44 0.980
O 0.901 1.280 -5.093 0.02 -2.02 -0.84 -0.684
O 2.092 -0.837 -6.102 -1.00 0.15 0.60 -0.304
C 2.854 -0.049 -6.994 0.89 0.35 -0.56 -0.801
O 0.539 -1.136 -4.143 -0.54 0.54 -2.19 -0.175
C 1.515 -1.141 -3.128 0.76 0.04 0.93 -0.563
H 0.083 0.311 -8.142 -0.01 -0.08 -0.07 0.317
H 0.412 -1.448 -8.010 0.08 0.05 -0.11 0.270
H -1.247 -0.871 -8.214 0.12 0.11 0.26 0.256
H 2.756 1.020 -6.787 -0.07 -0.12 0.08 0.391
H 2.542 -0.250 -8.021 0.03 0.03 0.01 0.277
H 3.907 -0.328 -6.893 -0.23 0.04 0.01 0.268
H 1.563 -0.163 -2.642 0.04 -0.10 0.00 0.346
H 2.494 -1.403 -3.539 -0.01 0.06 0.01 0.333
H 1.238 -1.893 -2.385 -0.13 0.20 -0.19 0.047
C 6.392 2.989 -10.924 -0.40 0.58 -0.39 -0.622
O 7.111 1.934 -10.337 0.71 -0.78 1.19 -0.371
P 7.196 1.810 -8.735 -0.29 -1.24 0.44 0.923
O 6.142 0.956 -8.099 1.37 1.47 -0.91 -0.458
O 7.284 3.323 -8.189 0.38 -1.12 -0.44 -0.304
C 6.087 3.973 -7.811 -0.78 0.68 0.48 -0.621
O 8.705 1.275 -8.545 -1.33 0.76 -1.23 -0.361
C 9.192 1.153 -7.229 0.29 -0.19 0.95 -0.617
H 5.355 2.996 -10.574 0.05 0.07 -0.07 0.313
H 6.876 3.939 -10.697 -0.10 0.08 0.02 0.264
H 6.398 2.857 -12.011 0.04 -0.15 0.28 0.254
H 5.312 3.266 -7.506 0.15 -0.02 -0.04 0.288
H 5.720 4.580 -8.642 0.00 -0.03 0.04 0.269
H 6.303 4.638 -6.969 0.06 -0.18 -0.16 0.250
H 8.634 0.386 -6.687 0.03 0.10 0.02 0.280
H 9.120 2.109 -6.704 -0.01 -0.09 0.02 0.280
H 10.244 0.860 -7.276 -0.22 0.04 -0.16 0.237
```
Positions in Å, forces in eV/Å.